1.
DFT (ωB97M-V with the def2-TZVPD basis set) results for C21H15O3PtSb as an isolated structure in a non-equilibrium geometry.

Properties
* ⟨S²⟩: 2.03
* multiplicity: 3
* energy: -1393.676328 Ha
* HOMO-LUMO gap (alpha / beta): 6.9 / 3.6 eV
* LUMO energy (alpha / beta): -8.153 / -11.440 eV
* total charge: +2

Geometry as XYZ:
```
41
Properties=species:S:1:pos:R:3:lowdin_spin:R:1
O 0.046 4.539 -1.560 0.00
C -0.027 3.415 -1.504 0.00
Pt -0.125 -1.122 0.593 0.46
C 1.611 -1.186 -0.355 0.07
C -1.969 -1.164 -0.043 0.10
O 2.603 -1.338 -1.093 0.06
O -3.101 -1.366 -0.673 0.03
C -0.800 4.339 5.673 0.01
C 0.234 4.424 4.730 0.00
C 0.402 3.425 3.764 0.01
C -0.468 2.312 3.784 0.09
C -1.518 2.244 4.681 0.02
C -1.696 3.243 5.645 0.01
Sb -0.094 0.542 2.359 0.19
C 1.806 0.134 3.252 0.05
C 2.926 0.167 2.468 0.01
C 4.178 -0.152 3.027 0.00
C 4.256 -0.498 4.402 0.00
C 3.101 -0.515 5.197 0.01
C 1.871 -0.208 4.649 0.01
C -1.657 -0.666 3.170 0.28
C -1.329 -1.866 3.862 0.10
C -2.363 -2.728 4.170 0.05
C -3.674 -2.447 3.774 0.28
C -3.979 -1.256 3.070 0.08
C -2.938 -0.377 2.757 0.06
H -0.934 5.136 6.438 0.00
H 0.908 5.285 4.749 0.00
H 1.178 3.497 3.010 0.00
H -2.222 1.402 4.634 0.01
H -2.511 3.189 6.355 0.00
H 2.860 0.389 1.406 0.00
H 5.082 -0.144 2.400 0.00
H 5.241 -0.765 4.827 0.00
H 3.166 -0.779 6.241 0.00
H 0.946 -0.236 5.246 0.00
H -0.293 -2.078 4.101 0.00
H -2.148 -3.637 4.729 0.00
H -4.495 -3.151 4.000 0.01
H -5.000 -1.024 2.773 0.00
H -3.141 0.515 2.153 0.00
```

2.
DFT (ωB97M-V with the def2-TZVPD basis set) results for a 2-piece molecular cluster, C6H16 overall in a non-equilibrium geometry.

Properties
* ΔE to the lowest compared entry with this formula, charge and spin: 10.93 kcal/mol
* multiplicity: 1
* energy: -238.179112 Ha
* SMILES: CCC.CCC
* HOMO-LUMO gap: 12.2 eV
* LUMO energy: 1.159 eV
* total charge: 0

Geometry as XYZ:
```
22
Properties=species:S:1:pos:R:3:mulliken_charge:R:1
C -0.642 -0.457 2.441 -0.29
C 0.029 -1.627 1.714 -0.90
C -0.369 0.985 2.080 -0.71
H -1.705 -0.670 2.298 0.23
H -0.560 -0.660 3.516 0.34
H 1.120 -1.642 1.723 0.31
H 0.513 1.439 2.536 0.31
H -0.188 1.117 1.006 -0.02
H -1.221 1.581 2.411 0.32
H -0.395 -2.556 2.081 0.34
H -0.142 -1.573 0.634 0.05
C -0.155 -0.010 -2.127 -0.13
C -0.252 1.501 -2.197 -1.21
C 1.294 -0.461 -1.885 -1.12
H -0.755 -0.462 -1.331 0.22
H -0.452 -0.462 -3.068 0.34
H -1.264 1.911 -2.142 0.31
H 1.327 -1.500 -1.522 0.30
H 1.855 -0.527 -2.816 0.38
H 0.190 1.839 -3.134 0.37
H 0.246 1.982 -1.350 0.27
H 1.739 0.160 -1.107 0.29
```

3.
DFT (ωB97M-V with the def2-TZVPD basis set) results for CF3MgNO3S3Tm as an isolated structure in a non-equilibrium geometry.

Properties
* ⟨S²⟩: 2.00
* multiplicity: 3
* energy: -3097.826776 Ha
* HOMO-LUMO gap (alpha / beta): 7.1 / 7.2 eV
* LUMO energy (alpha / beta): -5.565 / -5.522 eV
* total charge: +1

Geometry as XYZ:
```
13
Properties=species:S:1:pos:R:3:lowdin_spin:R:1
Mg 1.062 -0.504 1.447 0.00
N -0.982 1.007 -0.623 0.00
S -0.686 1.993 0.777 0.00
O 0.872 1.470 1.023 0.00
S -1.492 -0.478 -0.246 0.00
O -0.911 -0.952 1.067 0.00
O -1.261 -1.516 -1.429 0.00
C -3.319 -0.395 0.142 0.00
F -3.563 0.426 1.144 0.00
F -3.956 0.016 -0.939 0.00
F -3.726 -1.613 0.459 0.00
Tm 1.531 1.196 -1.100 2.01
S 2.155 -1.233 -0.739 -0.01
```

4.
DFT (ωB97M-V with the def2-TZVPD basis set) results for C4H6O2 as an isolated structure in a non-equilibrium geometry.

Properties
* ΔE to the lowest compared entry with this formula, charge and spin: 118.60 kcal/mol
* multiplicity: 1
* energy: -306.317303 Ha
* HOMO-LUMO gap (alpha / beta): 8.5 / 8.5 eV
* LUMO energy (alpha / beta): 0.660 / 0.660 eV
* total charge: 0

Geometry as XYZ:
```
12
Properties=species:S:1:pos:R:3:mulliken_charge:R:1
C -1.154 -0.439 -0.496 -0.64
C -0.477 0.849 -0.323 -0.31
O -0.144 0.984 1.060 -0.38
C 1.128 0.468 0.953 -0.44
O 1.060 -0.920 0.596 -0.35
C 0.198 -1.056 -0.420 -0.04
H -1.473 -0.549 -1.533 0.27
H -1.936 -0.683 0.213 0.29
H -0.775 1.794 -0.789 0.40
H 1.364 0.913 -0.058 0.55
H 1.691 0.503 1.897 0.26
H 0.519 -1.864 -1.101 0.38
```

5.
DFT (ωB97M-V with the def2-TZVPD basis set) results for C2H2HgLiO2 as an isolated structure in a non-equilibrium geometry.

Properties
* ΔE to the lowest compared entry with this formula, charge and spin: 4.73 kcal/mol
* ⟨S²⟩: 0.76
* multiplicity: 2
* energy: -388.776817 Ha
* HOMO-LUMO gap (alpha / beta): 5.6 / 6.8 eV
* LUMO energy (alpha / beta): -0.743 / -1.081 eV
* total charge: 0

Geometry as XYZ:
```
8
Properties=species:S:1:pos:R:3:lowdin_spin:R:1
O 0.945 -0.579 1.719 0.15
O -0.436 -1.202 -1.616 0.07
C -0.702 -0.018 -1.577 0.10
C -0.823 1.200 -1.250 0.13
Hg 0.201 1.147 0.958 0.48
Li 0.886 -2.067 0.767 0.06
H 1.267 -0.560 2.620 0.01
H -1.337 2.078 -1.621 -0.01
```

6.
DFT (ωB97M-V with the def2-TZVPD basis set) results for one molecule with the formula C6H9N.

Properties
* ΔE to the lowest compared entry with this formula, charge and spin: 80.62 kcal/mol
* multiplicity: 1
* energy: -288.653570 Ha
* SMILES: C[C@]12C[C@H]1[C@H]1N[C@H]12
* HOMO-LUMO gap: 9.6 eV
* LUMO energy: 1.098 eV
* total charge: 0

Geometry as XYZ:
```
16
Properties=species:S:1:pos:R:3:mulliken_charge:R:1
C 1.579 -0.642 0.939 -1.41
C 0.452 -0.187 0.047 1.22
C 0.545 0.788 -1.090 -1.22
C -0.298 1.121 0.110 -0.09
C -1.642 0.338 0.175 -0.24
N -1.867 -0.566 -0.931 -0.61
C -0.912 -0.948 0.084 -0.58
H 1.329 -0.504 2.001 0.29
H 2.504 -0.089 0.743 0.34
H 1.786 -1.710 0.792 0.37
H 1.486 1.332 -1.142 0.27
H 0.110 0.638 -2.080 0.17
H -0.075 1.964 0.756 0.41
H -2.481 0.628 0.798 0.39
H -1.463 -0.274 -1.814 0.26
H -1.051 -1.889 0.612 0.43
```

7.
DFT (ωB97M-V with the def2-TZVPD basis set) results for C39H87N3O15V as an isolated structure in a non-equilibrium geometry.

Properties
* ⟨S²⟩: 2.03
* multiplicity: 3
* energy: -3774.716577 Ha
* HOMO-LUMO gap (alpha / beta): 4.9 / 5.5 eV
* LUMO energy (alpha / beta): -4.826 / -4.218 eV
* total charge: +1

Geometry as XYZ:
```
145
Properties=species:S:1:pos:R:3:lowdin_spin:R:1
V -1.051 3.882 -0.629 2.06
C -5.013 3.323 -0.993 0.00
C -3.547 3.288 -0.815 0.01
O -2.928 3.426 0.281 -0.03
O -2.758 3.250 -1.809 -0.03
H -5.474 4.075 -0.355 0.00
H -5.489 2.374 -0.729 0.00
H -5.296 3.474 -2.032 0.00
C 0.767 0.429 0.512 0.00
C 0.141 1.747 0.190 0.01
O -0.408 1.920 -0.949 -0.02
O 0.049 2.748 0.945 -0.03
H -0.102 -0.139 0.853 0.00
H 1.576 0.563 1.224 0.00
H 1.180 0.045 -0.420 0.00
C 0.772 -0.639 -5.303 0.00
C 0.404 0.554 -4.427 0.00
O 0.782 0.268 -3.067 0.00
O 2.105 -0.565 -5.794 0.00
H 0.130 -0.639 -6.185 0.00
H 0.608 -1.578 -4.764 0.00
H -0.678 0.674 -4.533 0.00
H 0.953 1.432 -4.771 0.00
H 0.103 0.613 -2.475 0.00
H 2.709 -0.584 -5.040 0.00
C -2.392 6.609 0.006 0.00
C -1.242 6.600 0.961 0.00
O -0.848 5.209 1.151 0.01
O -2.039 5.799 -1.133 0.02
H -2.687 7.602 -0.343 0.00
H -3.310 6.276 0.504 0.00
H -1.478 7.108 1.893 0.00
H -0.364 7.100 0.546 0.00
H -0.811 5.081 2.106 0.00
H -2.446 6.183 -1.916 0.00
C 1.415 -4.196 2.174 0.00
C 2.697 -3.392 2.119 0.00
O 2.503 -2.321 1.170 0.00
O 0.372 -3.306 2.578 0.00
H 1.516 -5.099 2.783 0.00
H 1.199 -4.581 1.170 0.00
H 3.531 -4.005 1.793 0.00
H 2.832 -2.844 3.057 0.00
H 1.672 -1.903 1.419 0.00
H -0.196 -3.780 3.192 0.00
C 4.795 2.558 -3.030 0.00
C 3.674 1.800 -2.340 0.00
O 3.443 0.559 -2.974 0.00
O 4.544 2.665 -4.434 0.00
H 5.730 2.005 -2.978 0.00
H 4.958 3.534 -2.560 0.00
H 2.755 2.411 -2.343 0.00
H 3.955 1.587 -1.299 0.00
H 2.479 0.418 -3.047 0.00
H 3.707 3.131 -4.530 0.00
C -2.649 -1.844 4.877 0.00
C -3.223 -0.946 3.761 0.00
C -3.939 -1.876 2.783 0.00
C -5.000 -1.198 1.909 0.00
C -5.992 -0.457 2.814 0.00
C -5.298 0.606 3.680 0.00
N -4.181 -0.046 4.396 0.00
O -3.513 0.876 5.255 0.00
C -4.856 1.809 2.855 0.00
C -6.294 1.035 4.763 0.00
C -2.069 -0.247 3.046 0.00
H -2.012 -2.620 4.464 0.00
H -3.523 -2.303 5.350 0.00
H -2.222 -1.246 5.680 0.00
H -3.179 -2.184 2.054 0.00
H -4.339 -2.809 3.182 0.00
H -5.536 -1.892 1.266 0.00
H -4.491 -0.418 1.335 0.00
H -6.598 -1.088 3.464 0.00
H -6.643 0.087 2.121 0.00
H -5.698 2.376 2.448 0.00
H -4.358 2.515 3.529 0.00
H -4.148 1.598 2.056 0.00
H -5.861 1.801 5.402 0.00
H -7.239 1.321 4.299 0.00
H -6.547 0.167 5.376 0.00
H -1.305 -0.893 2.613 0.00
H -1.529 0.435 3.710 0.00
H -2.450 0.434 2.274 0.00
H -3.855 0.644 6.125 0.00
C -4.990 -3.435 -3.097 0.00
C -3.864 -2.512 -3.600 0.00
C -4.185 -1.046 -3.324 0.00
C -3.842 -0.536 -1.934 0.00
C -2.424 -0.891 -1.483 0.00
C -2.094 -2.373 -1.707 0.00
N -2.550 -2.787 -3.042 0.00
O -2.069 -4.063 -3.389 0.00
C -0.583 -2.547 -1.658 0.00
C -2.736 -3.259 -0.625 0.00
C -3.735 -2.660 -5.134 0.00
H -5.443 -2.981 -2.211 0.00
H -4.613 -4.411 -2.783 0.00
H -5.728 -3.646 -3.869 0.00
H -3.646 -0.410 -4.034 0.00
H -5.246 -0.871 -3.520 0.00
H -4.526 -0.864 -1.142 0.00
H -3.961 0.553 -1.984 0.00
H -2.295 -0.587 -0.442 0.00
H -1.768 -0.322 -2.151 0.00
H -0.050 -1.885 -2.344 0.00
H -0.142 -2.340 -0.676 0.00
H -0.265 -3.570 -1.862 0.00
H -3.621 -2.758 -0.217 0.00
H -3.068 -4.219 -1.015 0.00
H -2.059 -3.437 0.214 0.00
H -3.525 -3.713 -5.315 0.00
H -2.881 -2.067 -5.467 0.00
H -4.636 -2.323 -5.641 0.00
H -1.304 -3.883 -3.945 0.00
C 8.889 0.185 -0.520 0.00
C 7.464 -0.222 -0.150 0.00
C 7.563 -1.716 0.247 0.00
C 6.439 -2.218 1.150 0.00
C 6.344 -1.295 2.358 0.00
C 6.032 0.156 1.940 0.00
N 7.043 0.594 0.988 0.00
O 6.804 1.936 0.578 0.00
C 4.611 0.238 1.386 0.00
C 6.147 0.987 3.206 0.00
C 6.588 -0.084 -1.404 0.00
H 9.325 -0.430 -1.310 0.00
H 9.012 1.214 -0.870 0.00
H 9.534 0.093 0.358 0.00
H 7.507 -2.282 -0.686 0.00
H 8.550 -1.909 0.670 0.00
H 5.537 -2.302 0.539 0.00
H 6.679 -3.228 1.492 0.00
H 7.360 -1.218 2.752 0.00
H 5.573 -1.668 3.029 0.00
H 3.879 -0.083 2.134 0.00
H 4.429 -0.451 0.561 0.00
H 4.379 1.245 1.033 0.00
H 5.459 0.633 3.981 0.00
H 5.897 2.036 3.030 0.00
H 7.127 0.949 3.687 0.00
H 7.006 -0.711 -2.192 0.00
H 5.536 -0.334 -1.261 0.00
H 6.607 0.948 -1.757 0.00
H 7.577 2.389 0.932 0.00
```

8.
DFT (ωB97M-V with the def2-TZVPD basis set) results for C42H63BClN8O5S4Sr as an isolated structure in a non-equilibrium geometry.

Properties
* ΔE to the lowest compared entry with this formula, charge and spin: 11.72 kcal/mol
* multiplicity: 1
* energy: -4561.086405 Ha
* HOMO-LUMO gap: 7.6 eV
* LUMO energy: -2.532 eV
* total charge: +1

Geometry as XYZ:
```
125
Properties=species:S:1:pos:R:3:mulliken_charge:R:1
Sr -0.771 -0.295 -0.752 2.09
C 0.639 -4.549 1.873 -2.00
C 1.548 -3.379 1.697 -0.86
C 2.885 -3.525 1.513 -0.75
C 3.714 -2.386 1.403 -0.36
N 3.208 -1.192 1.510 -0.09
N 1.885 -1.027 1.707 0.96
B 1.587 0.430 2.166 -1.56
N 2.854 1.261 2.121 0.42
N 3.497 1.312 3.295 -0.55
C 4.629 1.953 3.358 -0.39
C 5.172 2.570 2.200 -0.59
C 4.518 2.515 1.010 0.31
C 5.053 3.143 -0.232 -1.83
C 3.273 1.802 0.957 1.13
S 2.378 1.642 -0.474 -0.28
C 5.310 1.947 4.720 2.65
C 4.283 2.320 5.793 -1.56
C 5.829 0.528 4.983 -1.62
C 6.475 2.933 4.774 -2.31
N 0.862 0.396 3.553 0.57
N 1.105 -0.283 4.648 -0.60
C 0.175 -0.222 5.580 -0.37
C -1.015 0.520 5.384 -0.28
C -1.266 1.192 4.212 0.38
C -2.523 1.926 3.895 -1.40
C -0.234 1.081 3.271 0.50
S 0.075 1.579 1.621 -0.34
C 0.460 -1.052 6.825 2.40
C -0.581 -0.819 7.919 -2.25
C 1.847 -0.683 7.361 -1.62
C 0.441 -2.530 6.411 -1.61
C 1.002 -2.055 1.733 1.77
S -0.677 -1.809 1.893 -0.11
C 5.236 -2.442 1.282 2.30
C 5.835 -1.737 2.502 -1.35
C 5.673 -1.711 0.014 -1.60
C 5.743 -3.883 1.225 -2.38
H 1.220 -5.445 2.086 0.51
H 0.066 -4.715 0.959 0.12
H -0.070 -4.365 2.680 0.35
H 3.318 -4.515 1.494 0.68
H 6.113 3.095 2.265 0.52
H 5.964 3.699 -0.021 0.43
H 4.310 3.805 -0.676 0.36
H 5.260 2.377 -0.981 0.31
H 3.457 1.613 5.804 0.10
H 3.878 3.318 5.621 0.39
H 4.761 2.313 6.773 0.47
H 5.010 -0.189 4.952 0.14
H 6.300 0.479 5.965 0.55
H 6.571 0.233 4.240 0.36
H 6.159 3.949 4.532 0.46
H 7.286 2.654 4.100 0.42
H 6.886 2.947 5.783 0.43
H -1.757 0.536 6.169 0.55
H -3.156 2.017 4.774 0.41
H -3.070 1.393 3.116 0.16
H -2.300 2.924 3.518 0.37
H -0.635 0.230 8.214 0.47
H -0.304 -1.392 8.804 0.42
H -1.575 -1.150 7.619 0.43
H 1.877 0.354 7.698 0.39
H 2.610 -0.817 6.596 0.25
H 2.090 -1.321 8.210 0.46
H -0.519 -2.803 5.972 0.36
H 0.611 -3.159 7.283 0.44
H 1.221 -2.733 5.677 0.32
H 5.491 -0.703 2.554 -0.14
H 6.924 -1.741 2.435 0.49
H 5.548 -2.235 3.429 0.45
H 5.286 -0.691 -0.004 0.09
H 5.318 -2.234 -0.872 0.46
H 6.762 -1.674 -0.033 0.43
H 5.502 -4.439 2.132 0.42
H 6.828 -3.878 1.124 0.44
H 5.337 -4.425 0.369 0.45
O -3.148 0.559 0.592 -0.23
H -3.280 1.486 0.353 0.22
H -3.707 0.079 -0.036 0.23
O 0.113 -4.237 -1.694 -0.51
H 0.502 -3.361 -1.535 0.05
H 0.669 -4.629 -2.374 0.28
Cl 2.799 0.204 -4.399 -0.21
C 2.638 -0.884 -3.018 -0.05
C 1.293 -0.826 -2.349 0.41
O 0.387 -0.061 -2.725 -0.50
O 1.165 -1.622 -1.366 -0.19
H 3.384 -0.623 -2.275 -0.22
H 2.814 -1.906 -3.357 0.35
C -2.887 -6.013 -2.267 -1.10
N -3.379 -4.722 -1.811 -0.08
N -2.853 -3.575 -2.371 0.90
C -2.896 -2.559 -1.460 0.70
O -2.476 -1.404 -1.738 -1.24
C -3.449 -3.108 -0.272 -1.09
C -3.680 -4.434 -0.519 0.45
C -4.109 -5.510 0.411 -1.60
C -2.631 -3.447 -3.766 -0.38
C -1.499 -2.778 -4.205 -0.40
C -1.303 -2.618 -5.568 -0.69
C -2.212 -3.143 -6.475 -0.58
C -3.333 -3.823 -6.021 -0.63
C -3.555 -3.967 -4.660 0.13
H -2.512 -5.897 -3.281 0.45
H -3.706 -6.729 -2.275 0.38
H -2.075 -6.363 -1.629 0.29
H -3.591 -2.593 0.660 0.46
H -4.369 -5.083 1.376 0.39
H -3.301 -6.227 0.563 0.35
H -4.971 -6.051 0.023 0.36
H -0.789 -2.382 -3.492 0.71
H -0.429 -2.085 -5.917 0.48
H -2.046 -3.023 -7.536 0.42
H -4.047 -4.229 -6.723 0.40
H -4.440 -4.469 -4.292 0.51
C -0.504 3.224 -2.363 -0.64
S -1.983 2.232 -2.075 0.11
C -2.221 1.547 -3.725 -0.69
H 0.280 2.597 -2.785 0.06
H -0.169 3.615 -1.406 0.23
H -0.729 4.053 -3.031 0.44
H -2.544 2.323 -4.416 0.51
H -2.987 0.777 -3.656 0.23
H -1.293 1.091 -4.063 0.02
```